{
  "formula": "C10H13GaNO2",
  "method": "the ωB97M-V functional and the def2-TZVPD basis",
  "charge": -1,
  "homo_energy_ev": -2.45,
  "gap_ev": 5.6,
  "e_above_lowest_kcal_mol": 0.0,
  "mol_weight_g_mol": 248.942,
  "elements": ["C", "C", "C", "C", "C", "Ga", "C", "C", "C", "N", "H", "H", "H", "H", "H", "H", "H", "H", "H", "H", "C", "C", "O", "O", "H", "H", "H"],
  "coordinates": [[0.899, -1.312, -1.882], [-0.492, -1.339, -2.180], [-1.187, -1.943, -1.102], [-0.247, -2.258, -0.068], [1.082, -1.863, -0.549], [0.286, -0.096, 0.527], [-1.222, 1.573, -0.719], [0.149, 1.921, -1.050], [0.579, 2.609, -2.190], [1.071, 1.484, -0.118], [-2.250, -2.192, -1.086], [-0.937, -0.984, -3.109], [-0.430, -2.930, 0.783], [2.022, -2.268, -0.163], [1.692, -0.978, -2.541], [-1.882, 1.205, -1.508], [2.055, 1.697, -0.262], [-1.627, 2.065, 0.175], [-0.165, 3.029, -2.859], [1.645, 2.639, -2.403], [-0.196, -0.219, 4.388], [0.200, -0.253, 2.951], [1.330, -0.556, 2.468], [-0.781, 0.096, 2.143], [0.635, -0.504, 5.030], [-1.056, -0.892, 4.524], [-0.554, 0.797, 4.592]],
  "lowdin_charge": [-0.14, -0.15, -0.16, -0.21, -0.22, 0.55, -0.11, -0.64, -0.06, -0.02, 0.09, 0.09, 0.10, 0.10, 0.09, 0.01, 0.06, 0.02, 0.00, 0.00, 0.00, -0.61, 0.00, -0.04, 0.08, 0.09, 0.09]
}

---

{
  "formula": "C3H7N2P",
  "method": "the ωB97M-V functional and the def2-TZVPD basis",
  "charge": 0,
  "homo_energy_ev": -9.35,
  "gap_ev": 8.5,
  "e_above_lowest_kcal_mol": 30.6,
  "mol_weight_g_mol": 102.077,
  "elements": ["C", "C", "C", "N", "N", "P", "H", "H", "H", "H", "H", "H", "H"],
  "coordinates": [[-0.719, 1.698, 1.592], [-0.297, 1.552, 0.189], [-1.010, 0.496, -0.672], [0.182, 1.444, 2.492], [1.411, 1.169, 1.966], [1.453, 1.038, 0.375], [-1.714, 1.823, 2.012], [2.430, -1.036, 2.804], [-0.335, 2.498, -0.346], [-0.856, 0.536, -1.825], [-2.064, 0.550, -0.419], [-0.601, -0.464, -0.526], [2.283, -0.278, 2.571]],
  "lowdin_charge": [-0.19, -0.57, -0.14, -0.06, -0.41, 0.97, 0.11, 0.02, 0.11, 0.11, 0.07, 0.03, -0.04]
}

---

{
  "formula": "C3H5NOS",
  "method": "the ωB97M-V functional and the def2-TZVPD basis",
  "charge": 0,
  "homo_energy_ev": -8.99,
  "gap_ev": 9.5,
  "e_above_lowest_kcal_mol": 51.3,
  "mol_weight_g_mol": 103.146,
  "smiles": "C=NSCC=O",
  "elements": ["C", "N", "S", "C", "C", "O", "H", "H", "H", "H", "H"],
  "coordinates": [[-2.088, -0.675, 1.154], [-0.903, -0.713, 0.649], [-0.584, -0.359, -0.946], [1.194, -0.293, -0.782], [1.451, 1.199, -0.531], [2.443, 1.763, -0.881], [-2.215, -0.819, 2.232], [-3.043, -0.497, 0.571], [1.409, -0.732, 0.181], [1.724, -0.550, -1.681], [0.612, 1.675, 0.033]],
  "lowdin_charge": [-0.14, -0.40, 0.87, -0.42, -0.37, 0.06, 0.06, 0.08, 0.08, 0.08, 0.10]
}

---

Repeat the first record exactly.
{
  "formula": "C10H13GaNO2",
  "method": "the ωB97M-V functional and the def2-TZVPD basis",
  "charge": -1,
  "homo_energy_ev": -2.45,
  "gap_ev": 5.6,
  "e_above_lowest_kcal_mol": 0.0,
  "mol_weight_g_mol": 248.942,
  "elements": ["C", "C", "C", "C", "C", "Ga", "C", "C", "C", "N", "H", "H", "H", "H", "H", "H", "H", "H", "H", "H", "C", "C", "O", "O", "H", "H", "H"],
  "coordinates": [[0.899, -1.312, -1.882], [-0.492, -1.339, -2.180], [-1.187, -1.943, -1.102], [-0.247, -2.258, -0.068], [1.082, -1.863, -0.549], [0.286, -0.096, 0.527], [-1.222, 1.573, -0.719], [0.149, 1.921, -1.050], [0.579, 2.609, -2.190], [1.071, 1.484, -0.118], [-2.250, -2.192, -1.086], [-0.937, -0.984, -3.109], [-0.430, -2.930, 0.783], [2.022, -2.268, -0.163], [1.692, -0.978, -2.541], [-1.882, 1.205, -1.508], [2.055, 1.697, -0.262], [-1.627, 2.065, 0.175], [-0.165, 3.029, -2.859], [1.645, 2.639, -2.403], [-0.196, -0.219, 4.388], [0.200, -0.253, 2.951], [1.330, -0.556, 2.468], [-0.781, 0.096, 2.143], [0.635, -0.504, 5.030], [-1.056, -0.892, 4.524], [-0.554, 0.797, 4.592]],
  "lowdin_charge": [-0.14, -0.15, -0.16, -0.21, -0.22, 0.55, -0.11, -0.64, -0.06, -0.02, 0.09, 0.09, 0.10, 0.10, 0.09, 0.01, 0.06, 0.02, 0.00, 0.00, 0.00, -0.61, 0.00, -0.04, 0.08, 0.09, 0.09]
}

---

Repeat the third record exactly.
{
  "formula": "C3H5NOS",
  "method": "the ωB97M-V functional and the def2-TZVPD basis",
  "charge": 0,
  "homo_energy_ev": -8.99,
  "gap_ev": 9.5,
  "e_above_lowest_kcal_mol": 51.3,
  "mol_weight_g_mol": 103.146,
  "smiles": "C=NSCC=O",
  "elements": ["C", "N", "S", "C", "C", "O", "H", "H", "H", "H", "H"],
  "coordinates": [[-2.088, -0.675, 1.154], [-0.903, -0.713, 0.649], [-0.584, -0.359, -0.946], [1.194, -0.293, -0.782], [1.451, 1.199, -0.531], [2.443, 1.763, -0.881], [-2.215, -0.819, 2.232], [-3.043, -0.497, 0.571], [1.409, -0.732, 0.181], [1.724, -0.550, -1.681], [0.612, 1.675, 0.033]],
  "lowdin_charge": [-0.14, -0.40, 0.87, -0.42, -0.37, 0.06, 0.06, 0.08, 0.08, 0.08, 0.10]
}

---

Repeat the first record exactly.
{
  "formula": "C10H13GaNO2",
  "method": "the ωB97M-V functional and the def2-TZVPD basis",
  "charge": -1,
  "homo_energy_ev": -2.45,
  "gap_ev": 5.6,
  "e_above_lowest_kcal_mol": 0.0,
  "mol_weight_g_mol": 248.942,
  "elements": ["C", "C", "C", "C", "C", "Ga", "C", "C", "C", "N", "H", "H", "H", "H", "H", "H", "H", "H", "H", "H", "C", "C", "O", "O", "H", "H", "H"],
  "coordinates": [[0.899, -1.312, -1.882], [-0.492, -1.339, -2.180], [-1.187, -1.943, -1.102], [-0.247, -2.258, -0.068], [1.082, -1.863, -0.549], [0.286, -0.096, 0.527], [-1.222, 1.573, -0.719], [0.149, 1.921, -1.050], [0.579, 2.609, -2.190], [1.071, 1.484, -0.118], [-2.250, -2.192, -1.086], [-0.937, -0.984, -3.109], [-0.430, -2.930, 0.783], [2.022, -2.268, -0.163], [1.692, -0.978, -2.541], [-1.882, 1.205, -1.508], [2.055, 1.697, -0.262], [-1.627, 2.065, 0.175], [-0.165, 3.029, -2.859], [1.645, 2.639, -2.403], [-0.196, -0.219, 4.388], [0.200, -0.253, 2.951], [1.330, -0.556, 2.468], [-0.781, 0.096, 2.143], [0.635, -0.504, 5.030], [-1.056, -0.892, 4.524], [-0.554, 0.797, 4.592]],
  "lowdin_charge": [-0.14, -0.15, -0.16, -0.21, -0.22, 0.55, -0.11, -0.64, -0.06, -0.02, 0.09, 0.09, 0.10, 0.10, 0.09, 0.01, 0.06, 0.02, 0.00, 0.00, 0.00, -0.61, 0.00, -0.04, 0.08, 0.09, 0.09]
}